No. 1
Entry from the Open Molecules 2025 dataset: a cluster of 20 separate species, H40O20 in total (ωB97M-V/def2-TZVPD).

Its energy relative to the best compared isomer or geometry (same formula, charge and spin) is 2.692 eV. The gap between HOMO and LUMO is 9.987 eV. For the HOMO energy, the calculation gives -10.7 eV. The calculation puts the LUMO energy at -0.02758 hartree.

Element x y z (Å)
O -11.952990 -18.708040 -16.450230
H -11.691890 -18.780750 -17.368260
H -11.710860 -17.815920 -16.201800
O -4.101850 -16.360680 -16.532450
H -4.380820 -15.452780 -16.413600
H -4.878060 -16.808090 -16.869440
O -6.263970 -21.652460 -20.346200
H -5.317730 -21.522080 -20.283990
H -6.528510 -21.132410 -21.105010
O -3.738880 -15.213810 -20.033330
H -3.580210 -14.442140 -19.489660
H -3.244670 -15.913750 -19.606620
O -3.982780 -21.142810 -13.285600
H -4.565710 -21.141780 -14.044830
H -4.543050 -20.887990 -12.552530
O -10.610840 -15.310950 -18.407850
H -10.624470 -16.009590 -19.062030
H -10.517570 -15.767090 -17.571510
O -8.173800 -21.670170 -15.613750
H -7.838400 -20.942640 -16.137630
H -9.124820 -21.564120 -15.636840
O -6.566230 -17.745700 -16.958140
H -7.189380 -17.682680 -16.234300
H -6.971940 -18.358500 -17.571410
O -9.091520 -22.337270 -19.659770
H -9.744380 -22.024170 -20.285850
H -8.252600 -22.203950 -20.100980
O -4.379280 -13.897260 -15.272940
H -4.004210 -13.055870 -15.532970
H -3.831070 -14.189620 -14.544780
O -10.634950 -16.337840 -15.639380
H -9.793890 -16.508040 -15.215250
H -10.772400 -15.396810 -15.530810
O -7.513650 -18.824430 -12.580740
H -6.862580 -19.312480 -13.084860
H -7.395170 -19.126030 -11.680060
O -11.853270 -19.433410 -13.615830
H -12.430660 -19.136300 -14.319090
H -11.020880 -18.992640 -13.786390
O -11.296880 -18.189600 -19.295630
H -11.594300 -17.673560 -20.044950
H -10.771290 -18.890860 -19.680620
O -1.874270 -15.582310 -14.621120
H -2.393020 -15.973140 -15.324240
H -0.988640 -15.524920 -14.979720
O -2.826090 -19.529590 -18.596040
H -2.782060 -20.230650 -19.246280
H -3.738690 -19.241450 -18.615210
O -8.904300 -17.422290 -21.738320
H -9.494200 -17.860060 -21.124630
H -8.100800 -17.941780 -21.710860
O -10.209790 -20.873090 -17.501230
H -10.734940 -20.933890 -16.703270
H -10.154700 -21.773450 -17.821460
O -7.946520 -17.019450 -14.717430
H -7.954200 -17.342870 -13.816560
H -7.355810 -16.266530 -14.697080
O -7.804520 -19.881330 -18.196040
H -8.634310 -20.237220 -17.878190
H -7.700830 -20.258050 -19.069860

Forces on the atoms, in the same order (eV/Å):
-0.27 -0.59 0.27
-0.04 0.08 -0.39
0.23 0.52 0.12
0.73 -0.05 -0.04
-0.06 0.53 0.18
-0.56 -0.55 -0.08
-0.46 0.05 0.00
0.26 -0.08 0.16
0.11 0.14 -0.40
-0.11 0.01 -0.33
-0.01 0.16 0.15
0.10 -0.22 0.23
0.16 0.01 0.06
-0.10 -0.06 -0.31
-0.05 0.01 0.24
-0.10 0.52 -0.30
0.13 -0.14 0.02
0.08 -0.38 0.34
0.28 -0.30 0.48
0.18 0.18 -0.28
-0.01 0.04 0.08
0.63 0.33 -0.22
-0.19 0.06 0.44
-0.20 -0.42 -0.37
-0.33 0.10 0.10
-0.30 -0.05 -0.20
0.57 -0.27 0.08
-0.46 0.17 -0.14
0.06 0.22 -0.09
0.41 -0.27 0.24
-0.47 0.14 -0.26
0.81 -0.31 0.18
-0.24 0.30 0.11
-0.11 0.20 -0.06
0.15 -0.15 -0.30
-0.11 0.02 0.29
-0.03 -0.24 0.52
-0.07 0.02 -0.40
0.17 0.09 -0.10
0.20 0.06 -0.02
-0.44 0.18 -0.20
0.15 -0.41 0.12
0.07 0.31 0.38
-0.49 -0.42 -0.42
0.22 0.03 0.00
0.15 0.02 0.00
0.15 -0.18 -0.13
-0.28 0.21 0.18
-0.17 0.04 -0.23
-0.04 0.02 0.23
0.29 0.01 0.02
-0.35 0.05 -0.07
-0.48 0.49 0.31
0.29 -0.43 -0.39
-0.52 0.32 -0.25
0.08 -0.54 0.63
0.28 0.36 -0.10
0.70 0.52 -0.27
-0.84 -0.17 0.21
0.28 -0.28 -0.03

=====

No. 2
Entry from the Open Molecules 2025 dataset: a cluster of 2 separate species, H2NO4S in total in a non-equilibrium geometry (ωB97M-V/def2-TZVPD).

Its energy relative to the best compared isomer or geometry (same formula, charge and spin) is 2.644 eV. The gap between HOMO and LUMO (alpha / beta) is 7.988 / 6.666 eV. For the HOMO energy (alpha / beta), the calculation gives -4.2 / -2.8 eV. The calculation puts the LUMO energy (alpha / beta) at 0.13961 / 0.14198 hartree. The total charge is -1.

Element x y z (Å)
N -0.159728 -0.740335 1.042707
O 1.296459 0.405147 -0.999417
O -0.154307 -1.294687 -1.993568
O 0.779645 0.152865 1.646205
O -1.220482 -0.091548 0.393249
S 1.068893 -1.085490 -1.155421
H 1.289271 0.594457 0.977500
H -0.851967 0.208206 -0.382232

Forces on the atoms, in the same order (eV/Å):
0.77 -1.12 -0.15
0.67 -0.99 -0.32
1.10 -0.31 0.47
-1.71 -0.57 0.87
-0.60 -0.79 3.81
-1.91 1.74 0.40
0.35 0.49 -1.57
1.32 1.55 -3.51

=====

No. 3
Entry from the Open Molecules 2025 dataset: a structure of composition C22H23N8O5Y in a non-equilibrium geometry (ωB97M-V/def2-TZVPD).

Its energy relative to the best compared isomer or geometry (same formula, charge and spin) is 3.967 eV. The gap between HOMO and LUMO (alpha / beta) is 3.358 / 3.142 eV. For the HOMO energy (alpha / beta), the calculation gives -3.8 / -3.6 eV. The calculation puts the LUMO energy (alpha / beta) at -0.01514 / -0.01611 hartree.

Element x y z (Å)
Y 0.086887 0.119918 -0.182472
O -0.560523 -3.964797 1.327724
C -0.195629 -2.714665 1.163834
O -0.011931 -2.218048 0.075482
C -0.055630 -1.987756 2.473682
O 0.170113 -0.623342 2.230680
C 1.239080 0.002385 2.997445
C 2.782761 0.075978 1.196446
O 3.784394 -0.418011 1.658549
O 2.256754 -0.051151 0.041261
H -0.623651 -4.386410 0.455894
H 0.773977 -2.445818 3.019272
H -0.967423 -2.144792 3.052061
H 1.908323 -0.785921 3.361409
H 0.793424 0.520021 3.837110
N -2.483241 2.543022 0.252055
C -3.029152 1.274341 0.098133
C -4.401526 1.183961 0.119208
C -5.067496 -0.066135 -0.001328
C -4.260238 -1.192086 -0.191891
C -2.900188 -1.046909 -0.223020
N -2.209833 0.172831 -0.054655
C -1.222647 3.118456 0.093232
C -1.119183 4.479528 0.237736
C 0.115058 5.146394 0.049196
C 1.217199 4.355540 -0.327171
C 1.066218 3.009282 -0.440259
N -0.138881 2.320889 -0.203294
H -3.192067 3.236544 0.411440
H -4.972268 2.099257 0.232300
H -6.145103 -0.138814 0.025597
H -4.693332 -2.176922 -0.322554
H -2.278893 -1.915124 -0.406423
H -2.012904 5.038594 0.493916
H 0.200096 6.217658 0.162589
H 2.186029 4.800698 -0.516747
H 1.904414 2.385474 -0.731788
N -0.388837 -2.689686 -4.695337
C -0.209048 -1.543750 -5.374682
N -0.263666 -1.584966 -6.718078
N -0.040918 -0.378275 -4.809107
C -0.019713 -0.239295 -3.518240
N 0.015999 -0.036325 -2.377022
H -0.382101 -3.579927 -5.159048
H -0.280214 -2.674995 -3.695052
H -0.115964 -2.452648 -7.202271
H 0.006516 -0.738613 -7.191519
N 1.908738 0.900832 2.113914
C 2.510943 2.068920 2.654382
C 2.014242 2.716965 3.782520
C 2.592790 3.898690 4.226757
C 3.670659 4.457634 3.561548
C 4.159992 3.818842 2.430122
C 3.590125 2.642125 1.981212
H 1.151415 2.342551 4.316058
H 2.182593 4.386173 5.101624
H 4.117992 5.377299 3.913947
H 4.993625 4.242213 1.883788
H 3.986700 2.162615 1.095009

Forces on the atoms, in the same order (eV/Å):
-0.79 1.40 1.41
0.02 -0.42 -0.01
-0.18 0.04 0.42
0.18 -0.41 -0.24
-0.01 0.16 0.11
0.22 -0.20 -0.13
0.05 0.14 0.02
-0.13 0.11 0.26
0.00 -0.04 -0.19
0.96 -0.25 0.15
-0.05 -0.01 0.04
0.03 -0.03 0.02
-0.07 -0.01 0.02
-0.02 -0.08 0.00
-0.06 0.06 0.02
0.18 -0.14 0.15
-0.02 -0.21 -0.14
-0.10 0.00 0.04
0.07 -0.10 -0.02
-0.15 0.26 0.05
0.22 -0.01 0.00
-0.13 -0.02 0.07
0.13 0.09 -0.17
-0.03 0.04 0.01
0.15 -0.02 -0.03
-0.26 0.20 0.16
-0.04 -0.17 -0.10
-0.11 0.21 0.07
-0.02 0.03 0.01
-0.01 -0.03 -0.01
0.02 0.04 0.01
0.04 0.00 0.00
0.00 0.03 -0.04
0.02 0.02 -0.02
-0.04 -0.03 0.01
0.00 -0.04 0.00
-0.02 -0.02 0.01
0.14 -0.04 0.06
-0.13 -0.23 0.11
0.18 0.00 -0.09
0.06 0.50 0.04
-0.06 -0.07 -0.18
0.06 -0.38 -1.72
-0.07 0.00 0.02
-0.04 -0.05 0.01
-0.07 0.01 -0.03
-0.05 -0.01 -0.01
0.05 -0.43 -0.06
-0.05 0.18 -0.09
-0.06 0.03 0.00
0.02 -0.01 -0.03
-0.02 -0.05 -0.01
-0.01 0.03 0.02
0.02 -0.08 -0.03
0.02 0.00 -0.01
-0.01 0.00 0.01
-0.01 0.00 -0.01
-0.01 -0.01 0.01
0.00 0.03 0.03

=====

No. 4
Entry from the Open Molecules 2025 dataset: a cluster of 6 separate species, C27H47F7I2N2O10P in total in a non-equilibrium geometry (ωB97M-V/def2-TZVPD).

Its energy relative to the best compared isomer or geometry (same formula, charge and spin) is 1.914 eV. The gap between HOMO and LUMO is 6.292 eV. For the HOMO energy, the calculation gives -11.0 eV. The calculation puts the LUMO energy at -0.17149 hartree. The total charge is +1.

Element x y z (Å)
C 2.452686 -2.772302 -0.324733
C 1.695188 -2.502057 1.055353
I -0.352632 -1.999562 0.426320
C 2.289935 -1.345771 1.944477
I 3.736490 -0.157580 0.782387
N 2.774023 -1.723210 3.383138
N 3.280310 -0.518042 3.912312
C 2.460198 0.645032 4.106040
O 2.209894 0.999442 5.194983
F 2.030856 1.492360 3.130281
C 4.278150 -0.485560 4.969285
O 5.230851 0.159008 4.772925
F 4.218977 -1.092966 6.177683
C 1.630828 -2.307508 4.192646
F 1.606996 -1.834181 5.488816
F 0.414039 -1.845949 3.756201
C 1.448566 -3.851749 4.460877
F 1.768106 -4.791096 3.568074
F 0.097752 -4.032646 4.688301
F 1.970076 -4.225295 5.671507
P 4.227507 -2.841845 3.236596
O 5.468954 -2.176596 2.794289
O 4.579022 -3.600613 4.633648
O 4.043805 -4.016831 2.099925
H 2.235646 -2.000317 -1.094019
H 1.978325 -3.719891 -0.710117
H 3.530907 -3.015530 -0.187254
H 1.593093 -3.511545 1.508851
H 1.445605 -0.603185 1.951849
H 5.538573 -3.538951 4.828606
H 4.644955 -4.748027 2.359058
C -5.423320 -3.331910 0.507926
C -5.203001 -4.052303 1.825521
C -3.749909 -4.478292 1.712128
O -3.090941 -3.491195 0.905383
C -4.083361 -2.651741 0.294304
H -6.257845 -2.630874 0.524387
H -5.604197 -4.060203 -0.287617
H -5.323433 -3.350920 2.656184
H -5.880335 -4.890660 1.986950
H -3.656892 -5.443917 1.204666
H -3.255535 -4.546838 2.683322
H -4.050145 -1.675330 0.791025
H -3.845897 -2.512532 -0.762667
C -5.267543 0.624363 -2.812974
C -5.490666 1.647136 -1.714602
C -4.287372 1.413830 -0.818639
O -3.219914 0.965378 -1.667574
C -3.756443 0.645690 -2.958853
H -5.787617 0.856437 -3.742422
H -5.597092 -0.362634 -2.473928
H -5.453936 2.656352 -2.134496
H -6.439839 1.530495 -1.191227
H -4.486298 0.626024 -0.082716
H -3.977560 2.314658 -0.287466
H -3.436425 1.425676 -3.658170
H -3.353175 -0.311115 -3.296810
C -0.027411 4.050941 1.763215
C -0.956536 4.506863 2.873357
C -2.305252 4.496871 2.176111
O -2.247014 3.467076 1.179289
C -0.889838 3.038529 1.028855
H 0.912200 3.629552 2.121645
H 0.204896 4.892457 1.104008
H -0.950269 3.774929 3.686787
H -0.699916 5.480745 3.290097
H -2.496943 5.447160 1.667472
H -3.130806 4.296941 2.861201
H -0.801149 2.040829 1.476078
H -0.642950 2.966927 -0.030902
C 0.894734 4.794268 -2.358432
C 1.995511 5.149228 -3.340634
C 2.711832 3.820297 -3.503268
O 1.726598 2.794021 -3.320555
C 0.531694 3.384926 -2.790838
H 0.046287 5.478272 -2.382700
H 1.295387 4.782062 -1.339697
H 1.556601 5.456416 -4.293916
H 2.652803 5.947391 -2.995620
H 3.482875 3.687218 -2.736119
H 3.176144 3.711318 -4.485217
H -0.219885 3.395227 -3.587166
H 0.156397 2.775708 -1.967476
C 3.222073 -0.163446 -5.170814
C 1.781673 0.281663 -5.340158
C 1.059127 -1.044418 -5.496436
O 1.802681 -2.009889 -4.739243
C 3.061174 -1.440036 -4.365600
H 3.855628 0.574593 -4.677264
H 3.658726 -0.389872 -6.147907
H 1.442024 0.787545 -4.435022
H 1.625635 0.953557 -6.184564
H 1.048019 -1.372258 -6.541249
H 0.030288 -1.007463 -5.133360
H 3.028111 -1.228498 -3.289805
H 3.859859 -2.160269 -4.554089

Forces on the atoms, in the same order (eV/Å):
-0.83 -1.27 0.33
0.43 -0.59 -1.45
0.73 -0.04 0.55
-1.20 0.47 -3.05
-0.26 -0.28 0.64
-0.81 -0.38 -0.23
-0.16 0.13 0.82
-1.81 2.36 0.25
0.31 -0.29 1.06
1.15 -2.41 -0.36
2.20 0.27 1.54
0.40 0.81 -0.57
-1.77 -0.42 -1.66
-3.88 0.65 2.94
1.56 -0.10 -1.72
2.13 -0.34 -0.93
-2.66 -3.50 2.57
0.62 1.43 -0.06
1.46 0.90 -0.83
0.52 0.97 -1.86
7.02 -3.16 -2.09
-1.82 1.23 0.89
-2.06 0.65 -0.92
-1.66 1.09 1.95
0.44 -0.40 0.73
0.45 0.91 0.28
-0.74 0.52 -0.11
0.17 0.96 0.25
0.98 -0.63 1.24
-0.42 0.37 -0.19
-0.41 0.20 -0.10
-0.12 -0.13 -0.28
-0.06 0.12 0.30
0.14 -0.23 -0.10
-0.38 -0.03 0.01
0.12 0.23 0.06
0.05 -0.01 0.00
-0.01 0.06 0.01
-0.01 -0.06 -0.01
0.05 0.02 -0.02
-0.03 -0.03 0.07
0.07 0.05 -0.06
-0.06 0.04 -0.06
0.10 -0.02 0.04
-0.13 -0.29 -0.04
-0.05 0.26 -0.04
0.09 -0.01 0.23
-0.22 -0.06 -0.06
0.23 0.14 -0.09
0.04 -0.02 0.02
0.00 0.02 -0.05
-0.02 -0.03 0.05
0.05 0.00 0.00
-0.07 0.04 0.04
0.12 -0.10 -0.01
-0.04 -0.06 -0.08
0.07 0.04 0.06
0.15 0.17 -0.20
0.01 -0.10 0.30
-0.18 0.15 -0.17
0.26 0.07 0.14
-0.14 -0.19 0.02
-0.03 0.02 -0.02
0.02 -0.05 0.02
-0.01 0.05 0.00
-0.03 -0.03 -0.03
-0.01 0.04 0.09
-0.02 -0.05 -0.10
0.10 -0.05 -0.04
-0.14 -0.04 0.02
-0.02 0.03 0.31
-0.01 0.16 -0.27
0.17 -0.17 0.08
0.03 0.34 0.19
-0.16 -0.13 -0.21
0.02 -0.05 -0.01
-0.04 0.01 -0.02
0.05 0.00 0.03
-0.01 -0.05 -0.01
0.06 0.08 -0.04
-0.04 -0.10 0.03
-0.08 0.02 0.08
0.05 -0.10 -0.11
0.21 0.02 -0.24
-0.26 0.12 0.24
-0.03 -0.16 -0.29
0.13 0.19 0.05
-0.11 -0.14 0.13
-0.04 -0.02 0.01
0.04 -0.01 0.07
0.04 0.03 -0.10
0.00 -0.04 0.02
-0.07 0.03 -0.01
0.05 -0.10 0.04
0.11 0.07 0.05
-0.09 -0.07 0.02

=====

Across the entries above, calculated total energy takes the values -41600.33229; -20545.17474; -46390.41704; -96715.96865 eV, respectively.